(1)
Here is a molecular structure, C31H54N11O2P in a non-equilibrium geometry from OMol25. Energies are from ωB97M-V/def2-TZVPD.

Cartesian coordinates (Å):
1 C 8.57819 -0.58399 4.25631
2 O 7.32405 -0.34433 3.54817
3 C 7.57641 0.32436 2.24499
4 C 7.65947 1.95937 2.49256
5 C 6.41944 2.28119 3.54238
6 C 5.96759 3.84225 3.54558
7 C 4.32931 3.86183 3.56679
8 C 3.66845 2.90638 4.70401
9 C 2.02908 3.07003 4.82091
10 C 1.34395 2.15322 3.64709
11 C 0.44737 0.91758 4.20270
12 P -0.22305 -0.02046 2.63613
13 O -0.87375 -0.72162 1.15067
14 C 0.13777 -1.56304 0.55248
15 N 1.03514 -2.13508 -0.12665
16 H 9.09536 -1.48905 3.72309
17 H 8.40251 -0.93744 5.36529
18 H 9.24438 0.37547 4.21653
19 H 6.57436 0.17338 1.64515
20 H 8.50440 -0.09561 1.69487
21 H 8.69703 2.27223 2.94313
22 H 7.44254 2.56203 1.51039
23 H 6.84308 2.02517 4.59522
24 H 5.56538 1.53923 3.21686
25 H 6.36838 4.36263 4.52241
26 H 6.42347 4.42599 2.63888
27 H 3.98530 3.56467 2.47999
28 H 3.94886 4.95721 3.71868
29 H 3.83895 1.75826 4.50348
30 H 4.17599 3.10193 5.74860
31 H 1.67643 4.17081 4.76219
32 H 1.74172 2.57364 5.84923
33 H 2.16398 1.74523 2.93371
34 H 0.61236 2.86578 3.06879
35 H -0.51160 1.28243 4.76319
36 H 1.03582 0.11899 4.80327
37 H 0.29473 1.06482 1.84217
38 H 0.48399 -1.22652 2.98714
39 H -1.56883 0.12265 3.15379
40 C -2.69840 -1.23067 -2.71544
41 C -1.92114 -0.96762 -1.49665
42 N -1.30771 -0.75918 -0.52971
43 H -3.15019 -2.22693 -2.69895
44 H -3.51045 -0.50981 -2.83966
45 H -2.07407 -1.17308 -3.61216
46 C -1.46881 -4.97924 0.14191
47 C -2.68230 -5.52175 -0.48292
48 N -3.63684 -5.94858 -0.97473
49 H -1.41783 -3.89002 0.05399
50 H -1.42172 -5.22090 1.20776
51 H -0.56322 -5.38189 -0.32115
52 C -7.18658 -5.70133 -1.71000
53 C -7.94389 -5.10877 -2.82041
54 N -8.54011 -4.64168 -3.69360
55 H -7.61384 -5.43016 -0.74000
56 H -7.17707 -6.79371 -1.76552
57 H -6.14443 -5.36824 -1.70914
58 C -5.49273 2.49199 -1.92532
59 C -5.51521 1.02364 -1.96169
60 N -5.53292 -0.13177 -1.99031
61 H -4.49815 2.87407 -1.67745
62 H -5.77445 2.92361 -2.89018
63 H -6.18714 2.88748 -1.17825
64 C -9.61693 -2.44419 -1.15453
65 C -9.74506 -2.61127 0.29942
66 N -9.84590 -2.74293 1.44318
67 H -8.57913 -2.55106 -1.48321
68 H -10.20700 -3.18653 -1.69979
69 H -9.95905 -1.45703 -1.47899
70 C -7.59135 -3.13923 -6.36016
71 C -6.98503 -2.24543 -7.35615
72 N -6.50782 -1.54217 -8.14002
73 H -8.43185 -3.69970 -6.77918
74 H -6.87099 -3.87064 -5.98306
75 H -7.97080 -2.58425 -5.49735
76 C 3.84626 -0.83234 -1.81803
77 C 5.09103 -0.09487 -2.07354
78 N 6.07019 0.48529 -2.27456
79 H 3.01420 -0.43611 -2.40724
80 H 3.94583 -1.89196 -2.07052
81 H 3.55289 -0.77667 -0.76564
82 C -0.79162 3.45615 0.13591
83 C -0.77657 4.42737 1.23801
84 N -0.76466 5.19128 2.10509
85 H -1.33728 3.83849 -0.73172
86 H 0.22013 3.21145 -0.20063
87 H -1.27004 2.51745 0.43125
88 C -4.02578 -4.69639 -9.27964
89 C -5.13174 -5.31519 -8.53701
90 N -6.00204 -5.80197 -7.95296
91 H -3.98795 -5.04875 -10.31449
92 H -4.12137 -3.60700 -9.31149
93 H -3.05733 -4.92367 -8.82437
94 C 8.43778 7.78754 2.19831
95 C 8.54535 6.34579 2.45856
96 N 8.62997 5.21155 2.66339
97 H 7.53718 8.02789 1.62582
98 H 8.39409 8.36291 3.12764
99 H 9.29356 8.15911 1.62707

Output
HOMO-LUMO gap: 8.6 eV
HOMO energy: -8.709 eV
E_LUMO: -0.137 eV

---

(2)
Here is C4H12P2 in the gas phase in a non-equilibrium geometry from OMol25. Energies are from ωB97M-V/def2-TZVPD.

Cartesian coordinates (Å):
1 C 0.27813 -1.41673 -1.55870
2 C -1.10113 -0.22970 1.11485
3 C -0.21227 0.03964 -1.37797
4 C -0.10069 0.34528 0.17843
5 P 1.80153 0.15112 0.65603
6 P -0.37235 2.29481 0.23408
7 H -0.30354 -1.93365 -0.79301
8 H 1.32147 -1.62345 -1.39633
9 H 0.23454 -1.73408 -2.57467
10 H -1.27557 0.12944 2.14406
11 H -0.98493 -1.24336 1.31698
12 H -2.10535 -0.23848 0.55033
13 H 0.38341 0.75071 -1.96231
14 H -1.22521 0.13100 -1.76752
15 H 1.68771 0.71416 1.89787
16 H 1.87898 -1.15525 1.05137
17 H -0.79249 2.31890 1.45869
18 H 0.88776 2.69964 0.82780

Output
HOMO-LUMO gap: 10.1 eV
SMILES: CCC(C)(P)P
HOMO energy: -9.147 eV
E_LUMO: 0.913 eV

---

(3)
Here is a molecular structure, C6H6O3PS in a non-equilibrium geometry from OMol25. Energies are from ωB97M-V/def2-TZVPD.

Cartesian coordinates (Å):
1 C -0.00814 0.77304 0.79178
2 C 1.42401 1.14725 0.55299
3 C -0.37028 -0.60662 0.38963
4 C 2.22182 0.59217 -0.40661
5 C 0.54931 -1.19152 -0.62140
6 C 1.72969 -0.69003 -1.00952
7 O -2.86905 -1.54061 -0.83678
8 O -3.04783 -0.36048 1.52517
9 O -2.41761 0.93495 -0.61498
10 P -2.45570 -0.53772 0.15358
11 S -1.10460 1.87529 -0.34451
12 H -0.23207 1.03529 1.78565
13 H 1.52386 2.24133 0.91459
14 H -0.55217 -1.29404 1.22569
15 H 3.09334 0.99861 -0.74444
16 H 0.18015 -2.14849 -1.06077
17 H 2.33527 -1.22839 -1.70004

Output
HOMO-LUMO gap: 7.8 eV
Net charge: -1
HOMO energy: -4.468 eV
E_LUMO: 3.325 eV

---

(4)
Here is 2 unconnected molecules or ions with the total composition C4H12N3O2S in a non-equilibrium geometry from OMol25. Energies are from ωB97M-V/def2-TZVPD.

Cartesian coordinates (Å):
1 C -1.39641 -0.33174 -0.01384
2 C 0.87364 -2.03796 -0.28386
3 C 2.93902 0.92980 0.07644
4 C 0.49409 -0.68929 -0.72949
5 N -1.95606 -1.00368 0.97517
6 N -1.88851 0.76499 -0.56504
7 N -3.04392 1.33668 -0.27199
8 O 0.66629 1.90391 -0.19849
9 O 0.84065 0.29686 1.63432
10 S 1.21175 0.63625 0.28802
11 H 0.80029 -2.07790 0.76575
12 H 0.30863 -2.78703 -0.82658
13 H 1.94557 -2.11617 -0.47450
14 H 2.93506 0.90118 -0.98085
15 H 3.20865 1.91242 0.35678
16 H 3.55049 0.05303 0.29658
17 H 0.47987 -0.39357 -1.78284
18 H -2.69925 -0.54061 1.53745
19 H -1.37733 1.24154 -1.32075
20 H -3.36013 1.31621 0.76285
21 H -1.32706 -1.51777 1.51977
22 H -3.20535 2.20286 -0.76490

Output
HOMO-LUMO gap: 9.4 eV
Net charge: +1
HOMO energy: -13.213 eV
E_LUMO: -3.841 eV

---

(5)
Here is a molecular structure, C20H17Cl2IrN4O2S in a non-equilibrium geometry from OMol25. Energies are from ωB97M-V/def2-TZVPD.

Cartesian coordinates (Å):
1 Ir 1.16262 0.21631 0.46342
2 N -0.96585 3.05897 -1.66018
3 C -0.44044 2.47592 -2.80987
4 C -0.63969 2.72512 -4.16475
5 C 0.05306 1.92046 -5.04465
6 C 0.91321 0.89920 -4.59783
7 C 1.10725 0.65782 -3.25564
8 C 0.41965 1.47381 -2.36286
9 N 0.40148 1.47534 -0.97514
10 C -0.42886 2.41220 -0.60276
11 C -0.68047 2.61418 0.81561
12 C -1.57801 3.41315 1.43529
13 S -1.51187 3.14972 3.11834
14 C -0.26768 2.00746 2.89337
15 N 0.07624 1.82178 1.65306
16 H -1.63542 3.80609 -1.61703
17 H -1.30511 3.50355 -4.51368
18 H -0.07300 2.07330 -6.10815
19 H 1.42348 0.28740 -5.32915
20 H 1.74169 -0.13553 -2.88516
21 H -2.28116 4.10294 0.99777
22 H 0.18510 1.48002 3.71755
23 C 1.45573 -3.50962 0.30811
24 C 0.01984 -3.25001 0.69117
25 C -0.72981 -4.24636 1.31367
26 C -2.06115 -4.06164 1.64726
27 C -2.67111 -2.85475 1.32367
28 C -1.96209 -1.85506 0.67675
29 C -2.62355 -0.55385 0.29904
30 C -0.60374 -2.04312 0.37770
31 N 0.01809 -1.02365 -0.33755
32 H 1.72334 -4.54124 0.53259
33 H 2.13622 -2.84317 0.84232
34 H 1.60978 -3.34192 -0.76117
35 H -0.24236 -5.18774 1.54104
36 H -2.61903 -4.84842 2.13811
37 H -3.71662 -2.69085 1.56121
38 H -3.68954 -0.58716 0.52458
39 H -2.48566 -0.34426 -0.76794
40 H -2.18838 0.28808 0.84884
41 Cl 2.90185 1.94079 3.72697
42 C 3.58769 0.80871 2.54855
43 Cl 3.32826 1.39798 0.87382
44 C 2.97804 -0.62172 2.70424
45 O 3.55791 -1.33181 3.49290
46 O 1.94710 -0.92491 1.99415
47 H 4.65296 0.78652 2.73242

Output
HOMO-LUMO gap (alpha / beta): 6.5 / 6.3 eV
HOMO energy (alpha / beta): -6.998 / -6.791 eV
E_LUMO (alpha / beta): -0.520 / -0.519 eV

---

(6)
Here is a gas-phase ion, HO6S3 (charge -1) in a non-equilibrium geometry from OMol25. Energies are from ωB97M-V/def2-TZVPD.

Cartesian coordinates (Å):
1 O 0.39828 -1.43927 -0.38020
2 O 2.93989 -1.49265 -0.58518
3 O 1.74969 -1.16735 1.59381
4 O 2.87709 1.68927 0.52072
5 O 1.44851 1.74480 -1.44321
6 O 0.58518 1.50667 0.88289
7 S -0.98219 1.29680 0.36188
8 S 1.71403 -1.12108 0.15473
9 S 1.80686 1.06330 -0.16954
10 H -0.85239 0.34116 -0.53305

Output
HOMO-LUMO gap: 8.7 eV
SMILES: O=S(=O)([O-])S(=O)(=O)OS
Net charge: -1
HOMO energy: -5.574 eV
E_LUMO: 3.137 eV